ORCA calculation (wB97M-V/def2-TZVPD) on 8 unconnected molecules or ions with the total composition C25H38Cl6F16O5.

E: -155391.01664 eV
Maximum force: 0.0731 Eh/bohr
HOMO: -9.6 eV
ΔE to the lowest compared entry with this formula, charge and spin: 90.9 kJ/mol
SMILES string: FC(F)C(F)(F)COC(F)(F)C(F)F.FC(F)C(F)(F)COC(F)(F)C(F)F.C1CCOC1.C1CCOC1.C1CCOC1.ClCCl.ClCCl.ClCCl

```
! RIJCOSX wB97M-V def2-TZVPD def2/J DEFGRID3
* xyz 0 1
C -1.883 1.128 -2.774
C -2.528 1.020 -1.430
C -3.910 1.742 -1.607
F -3.867 3.021 -2.093
F -4.721 1.158 -2.481
F -2.701 -0.230 -0.911
F -1.826 1.676 -0.523
O -0.608 0.465 -2.750
C 0.248 0.565 -3.914
C 1.521 -0.263 -3.780
F 1.210 -1.628 -3.633
F 2.359 -0.246 -4.782
F -0.396 0.042 -4.966
F 0.656 1.851 -4.090
H -1.842 2.187 -3.030
H -2.456 0.620 -3.549
H -4.438 1.687 -0.655
H 2.012 -0.011 -2.840
C -1.090 -3.881 -2.602
C -0.680 -4.723 -1.415
C -1.822 -5.723 -1.028
F -2.294 -6.421 -2.079
F -1.460 -6.591 -0.087
F 0.496 -5.323 -1.726
F -0.462 -3.918 -0.361
O -2.498 -3.568 -2.597
C -3.003 -2.945 -3.743
C -4.495 -2.763 -3.506
F -5.134 -1.961 -4.354
F -5.194 -3.897 -3.495
F -2.459 -1.766 -3.914
F -2.694 -3.590 -4.898
H -0.863 -4.452 -3.503
H -0.513 -2.957 -2.575
H -2.716 -5.203 -0.685
H -4.722 -2.303 -2.545
C 6.230 2.178 -3.275
C 5.711 2.436 -1.871
C 4.255 1.994 -1.896
O 3.972 1.765 -3.311
C 5.158 1.224 -3.860
H 7.207 1.696 -3.232
H 6.329 3.138 -3.781
H 5.722 3.483 -1.569
H 6.288 1.915 -1.106
H 3.607 2.813 -1.586
H 4.031 1.069 -1.364
H 5.095 1.274 -4.947
H 5.201 0.176 -3.562
C 1.388 0.394 6.974
C 0.158 0.633 7.714
C -0.665 1.592 6.919
O 0.037 1.713 5.683
C 0.891 0.591 5.516
H 1.781 -0.593 7.221
H 2.084 1.185 7.255
H 0.316 1.037 8.714
H -0.430 -0.274 7.853
H -0.817 2.596 7.316
H -1.666 1.193 6.756
H 1.586 0.794 4.700
H 0.282 -0.229 5.134
C 1.508 0.298 0.192
C 0.716 -0.963 0.194
C 0.461 -1.195 1.695
O 0.132 0.129 2.153
C 0.963 1.070 1.435
H 1.353 0.961 -0.659
H 2.575 0.106 0.304
H 1.216 -1.773 -0.337
H -0.233 -0.790 -0.314
H 1.322 -1.554 2.259
H -0.369 -1.872 1.898
H 1.809 1.428 2.021
H 0.338 1.921 1.163
C 1.923 5.095 1.521
Cl 3.033 3.755 1.027
Cl 1.016 4.580 2.965
H 2.467 6.027 1.674
H 1.298 5.401 0.683
C -2.212 2.490 2.778
Cl -3.534 1.574 2.115
Cl -2.715 3.938 3.597
H -1.565 1.945 3.466
H -1.609 2.796 1.923
C -3.851 -2.728 1.872
Cl -4.422 -2.959 0.171
Cl -2.284 -3.515 2.146
H -3.692 -1.662 2.030
H -4.618 -3.097 2.553
*
```

=====

ORCA calculation (wB97M-V/def2-TZVPD) on a molecular structure, C35H31N10O4S3Sr.

E: -93232.66341 eV
Maximum force: 0.0030 Eh/bohr
HOMO: -4.3 eV
ΔE to the lowest compared entry with this formula, charge and spin: 0.0 kJ/mol

```
! RIJCOSX wB97M-V def2-TZVPD def2/J DEFGRID3
* xyz -1 1
Sr -0.058 -1.063 -0.802
S -1.070 -2.724 1.515
C -2.413 -3.358 0.609
C -2.675 -4.732 0.696
C -3.689 -5.360 -0.020
C -3.796 -6.787 0.031
N -3.811 -7.938 0.078
C -4.536 -4.577 -0.823
C -4.309 -3.210 -0.904
C -3.251 -2.566 -0.245
S -3.020 -0.865 -0.522
C -5.563 -5.177 -1.621
N -6.386 -5.664 -2.262
H -2.039 -5.327 1.338
H -4.949 -2.608 -1.536
N 0.178 -5.588 -0.758
C 1.275 -5.597 0.068
C 1.857 -4.377 -0.087
N 1.144 -3.620 -0.979
C 0.140 -4.375 -1.360
C -0.875 -3.927 -2.304
N -0.854 -2.738 -2.867
C -1.975 -2.684 -3.659
C -2.664 -3.853 -3.576
N -1.940 -4.652 -2.723
H -0.516 -6.314 -0.815
H 1.519 -6.443 0.685
H 2.733 -3.992 0.406
H -2.226 -1.798 -4.217
H -3.590 -4.183 -4.013
H -2.291 -5.496 -2.300
C -2.446 4.565 5.563
C -1.534 3.494 4.982
S 0.116 3.699 5.623
O 0.626 4.966 5.162
O 0.081 3.409 7.034
C 1.050 2.410 4.829
C 1.323 2.715 3.360
N 1.721 1.511 2.641
C 0.849 0.717 1.979
N 1.480 -0.225 1.287
C 2.804 -0.047 1.510
C 2.977 1.019 2.347
N 4.185 1.504 2.910
O 4.113 2.349 3.793
O 5.225 1.034 2.488
C -0.622 0.918 2.013
H -3.454 4.432 5.173
H -2.096 5.559 5.288
H -2.481 4.494 6.649
H -1.475 3.565 3.895
H -1.855 2.490 5.261
H 0.491 1.482 4.956
H 1.979 2.337 5.396
H 2.099 3.465 3.269
H 0.436 3.094 2.855
H 3.566 -0.669 1.074
H -0.966 1.201 3.009
H -1.126 -0.016 1.751
H -0.908 1.683 1.287
C 0.342 4.511 -1.517
C 1.385 3.820 -0.910
C 1.290 2.442 -0.726
C 0.178 1.663 -1.108
C -0.851 2.422 -1.703
C -0.783 3.799 -1.915
H 0.404 5.582 -1.671
H 2.276 4.355 -0.594
H 2.155 1.954 -0.272
H -1.765 1.920 -2.020
H -1.613 4.320 -2.384
N 2.284 -0.613 -2.352
C 2.550 0.246 -3.067
C 2.873 1.333 -3.951
C 2.031 2.441 -4.007
C 2.358 3.487 -4.856
C 3.505 3.427 -5.634
C 4.338 2.316 -5.574
C 4.026 1.264 -4.731
H 1.145 2.479 -3.385
H 1.711 4.353 -4.895
H 3.754 4.249 -6.292
H 5.232 2.272 -6.182
H 4.665 0.393 -4.669
*
```

=====

ORCA calculation (wB97M-V/def2-TZVPD) on C2H8NOP in the gas phase.

E: -15029.13231 eV
Maximum force: 0.0888 Eh/bohr
HOMO: -9.4 eV
ΔE to the lowest compared entry with this formula, charge and spin: 192.1 kJ/mol
SMILES string: CO[P@@H](C)=N

```
! RIJCOSX wB97M-V def2-TZVPD def2/J DEFGRID3
* xyz 0 1
C 2.105 -0.746 0.006
C -1.402 1.447 -0.131
N -1.519 -1.191 -0.631
O 0.975 0.025 0.107
P -0.717 -0.195 0.221
H 2.051 -1.648 0.636
H 2.217 -1.036 -1.061
H 2.918 -0.092 0.381
H -0.510 2.162 -0.177
H -1.824 1.699 -1.079
H -2.032 1.764 0.660
H -1.258 -2.160 -0.542
H -1.004 -0.029 1.610
*
```